# 1
ORCA calculation (ωB97M-V with the def2-TZVPD basis set) on 2 unconnected molecules or ions with the total composition C4H9N2O at a distorted geometry.

Geometry as ORCA input:
```
! wB97M-V def2-TZVPD RIJCOSX def2/J DEFGRID3
* xyz 1 1
C -0.16 2.07 -0.77
C 0.25 1.91 0.64
C -0.19 -2.21 0.52
C -1.37 0.05 -0.11
N -2.54 0.06 -0.04
N -0.09 0.72 -0.12
O -3.62 -0.36 -0.08
H -1.10 2.42 -1.22
H 0.61 2.27 -1.60
H 1.18 2.13 1.03
H -0.45 2.00 1.45
H 0.72 -1.86 0.92
H -0.45 -2.06 -0.59
H -1.08 -1.93 1.04
H 0.14 -3.38 0.58
H 0.50 -0.03 -0.38
*
```

E_tot = -342.0532 hartree
F_max = 5.02 eV Å⁻¹
gap between HOMO and LUMO = 10.2 eV
E_HOMO = -14.46 eV
molar mass = 101.129 g mol⁻¹
energy relative to the best compared isomer or geometry (same formula, charge and spin) = 798.23 kJ/mol

---

# 2
ORCA calculation (ωB97M-V with the def2-TZVPD basis set) on a gas-phase ion, C4H9N2O (charge +1) at a distorted geometry.

Geometry as ORCA input:
```
! wB97M-V def2-TZVPD RIJCOSX def2/J DEFGRID3
* xyz 1 1
O -0.70 1.65 -0.42
C 0.19 1.04 0.23
N 1.37 0.56 -0.74
C 1.18 -0.79 -0.31
C -0.21 -0.49 0.26
C -1.58 -1.04 0.07
N -0.77 -1.23 1.26
H -0.90 2.59 -0.21
H 0.68 1.56 1.12
H 2.16 1.03 -0.65
H 0.86 0.80 -1.71
H 1.91 -1.08 0.48
H 1.09 -1.48 -1.07
H -2.49 -0.53 0.15
H -1.70 -1.83 -0.66
H -1.10 -0.76 2.19
*
```

E_tot = -342.1945 hartree
F_max = 7.06 eV Å⁻¹
gap between HOMO and LUMO = 10.1 eV
structure (SMILES) = O[C@@H]1[NH2+]C[C@]12CN2
E_HOMO = -13.42 eV
molar mass = 101.129 g mol⁻¹
energy relative to the best compared isomer or geometry (same formula, charge and spin) = 427.23 kJ/mol

---

# 3
ORCA calculation (ωB97M-V with the def2-TZVPD basis set) on a gas-phase ion, C4H9N2O (charge +1) at a distorted geometry.

Geometry as ORCA input:
```
! wB97M-V def2-TZVPD RIJCOSX def2/J DEFGRID3
* xyz 1 1
C 0.12 1.12 -0.41
C -0.25 -1.20 -0.98
C 0.79 -0.28 -0.29
C 1.26 -0.41 1.12
N -1.22 0.95 0.13
N -1.75 -0.18 0.06
O -2.79 -0.62 0.43
H 0.66 1.81 0.17
H 0.31 1.56 -1.47
H -0.51 -1.06 -1.98
H -0.45 -2.20 -0.51
H 1.68 -0.07 -1.01
H 1.30 -1.46 1.35
H 0.50 0.12 1.72
H 2.12 0.14 1.22
H -1.76 1.77 0.46
*
```

E_tot = -342.1403 hartree
F_max = 5.45 eV Å⁻¹
gap between HOMO and LUMO = 10.2 eV
E_HOMO = -15.22 eV
molar mass = 101.129 g mol⁻¹
energy relative to the best compared isomer or geometry (same formula, charge and spin) = 569.70 kJ/mol

---

# 4
ORCA calculation (ωB97M-V with the def2-TZVPD basis set) on 2 unconnected molecules or ions with the total composition C4H9N2O at a distorted geometry.

Geometry as ORCA input:
```
! wB97M-V def2-TZVPD RIJCOSX def2/J DEFGRID3
* xyz 1 1
C -2.10 -0.64 -0.17
C -0.84 0.11 0.03
C -0.24 1.18 -0.52
N 0.88 1.47 0.26
C 0.99 0.57 1.21
N -0.03 -0.26 1.11
H -2.88 0.00 -0.58
H -2.54 -0.96 0.77
H -2.06 -1.51 -0.83
H -0.44 1.77 -1.39
H 1.53 2.18 -0.02
H 1.75 0.58 1.98
H -0.39 -0.74 1.92
H 2.05 -0.85 -1.94
H 2.23 -1.92 -0.85
O 2.11 -0.97 -0.98
*
```

E_tot = -342.3463 hartree
F_max = 1.02 eV Å⁻¹
gap between HOMO and LUMO = 11.1 eV
E_HOMO = -14.09 eV
molar mass = 101.129 g mol⁻¹
energy relative to the best compared isomer or geometry (same formula, charge and spin) = 28.78 kJ/mol

---

# 5
ORCA calculation (ωB97M-V with the def2-TZVPD basis set) on a gas-phase ion, C4H9N2O (charge +1) at a distorted geometry.

Geometry as ORCA input:
```
! wB97M-V def2-TZVPD RIJCOSX def2/J DEFGRID3
* xyz 1 1
C -0.82 -1.41 -0.11
C 0.40 -0.64 -0.67
N 0.20 0.83 -0.77
C 0.07 1.80 0.37
N 0.76 1.65 1.44
C -0.38 1.29 -1.90
O -0.89 2.34 -2.08
H -1.12 -0.96 0.93
H -1.75 -1.38 -0.66
H -0.59 -2.48 0.04
H 1.27 -0.85 0.09
H 0.43 -0.88 -1.73
H -0.38 2.79 -0.03
H 0.75 2.33 2.05
H 1.05 0.72 1.79
H 0.00 0.81 -2.77
*
```

E_tot = -342.2497 hartree
F_max = 6.61 eV Å⁻¹
gap between HOMO and LUMO = 9.6 eV
structure (SMILES) = CCN(C=[NH2+])C=O
E_HOMO = -14.93 eV
molar mass = 101.129 g mol⁻¹
energy relative to the best compared isomer or geometry (same formula, charge and spin) = 282.37 kJ/mol

---

# 6
ORCA calculation (ωB97M-V with the def2-TZVPD basis set) on a gas-phase ion, C4H9N2O (charge +1) at a distorted geometry.

Geometry as ORCA input:
```
! wB97M-V def2-TZVPD RIJCOSX def2/J DEFGRID3
* xyz 1 1
C 2.63 -0.80 0.15
N 1.71 0.01 0.40
C 0.71 0.76 0.18
O 0.72 1.95 -0.08
C -0.67 0.23 0.42
C -0.83 -1.14 -0.38
N -1.59 1.29 -0.01
H 2.81 -1.08 -0.87
H 3.21 -1.35 0.92
H -0.97 0.03 1.47
H -0.57 -0.99 -1.45
H -0.09 -1.83 0.07
H -1.80 -1.66 -0.32
H -0.99 2.20 -0.17
H -2.41 1.40 0.70
H -1.87 0.98 -1.02
*
```

E_tot = -342.2667 hartree
F_max = 3.42 eV Å⁻¹
gap between HOMO and LUMO = 10.7 eV
structure (SMILES) = C=NC(=O)[C@H](C)[NH3+]
E_HOMO = -14.36 eV
molar mass = 101.129 g mol⁻¹
energy relative to the best compared isomer or geometry (same formula, charge and spin) = 237.77 kJ/mol

---

# 7
ORCA calculation (ωB97M-V with the def2-TZVPD basis set) on 2 unconnected molecules or ions with the total composition C4H9N2O at a distorted geometry.

Geometry as ORCA input:
```
! wB97M-V def2-TZVPD RIJCOSX def2/J DEFGRID3
* xyz 1 1
C -2.62 0.90 1.53
C 1.59 0.72 0.97
C -0.38 -0.71 -1.97
C 0.85 0.43 -0.27
N -1.58 0.72 1.16
N 0.38 -0.65 -0.72
O 0.45 -1.88 -0.21
H -3.64 1.13 1.98
H 0.44 -1.96 0.74
H 2.20 1.67 1.09
H 2.26 -0.05 1.28
H 0.93 0.77 1.87
H -1.49 -0.52 -1.68
H -0.27 -1.79 -2.22
H 0.04 -0.09 -2.61
H 0.83 1.33 -0.93
*
```

E_tot = -342.1920 hartree
F_max = 6.91 eV Å⁻¹
gap between HOMO and LUMO = 11.8 eV
E_HOMO = -15.63 eV
molar mass = 101.129 g mol⁻¹
energy relative to the best compared isomer or geometry (same formula, charge and spin) = 433.99 kJ/mol

---

# 8
ORCA calculation (ωB97M-V with the def2-TZVPD basis set) on 2 unconnected molecules or ions with the total composition C4H9N2O2 at a distorted geometry.

Geometry as ORCA input:
```
! wB97M-V def2-TZVPD RIJCOSX def2/J DEFGRID3
* xyz 0 2
N 2.25 0.91 0.42
C 0.91 0.70 0.55
C 0.37 -0.56 0.21
N -0.83 -1.03 0.15
C -1.90 -0.08 0.37
C -2.93 -0.05 -0.75
O -3.98 0.76 -0.51
O 4.18 -0.80 -0.54
H 4.81 -1.39 -0.12
H 2.73 0.01 0.25
H 2.44 1.53 -0.37
H 0.42 1.52 1.07
H 1.17 -1.26 -0.07
H -2.43 -0.33 1.31
H -1.58 0.94 0.59
H -2.39 0.25 -1.66
H -3.24 -1.11 -0.92
*
```

E_tot = -417.5253 hartree
F_max = 3.69 eV Å⁻¹
gap between HOMO and LUMO (spin up / spin down) = 4.1 / 4.1 eV
E_HOMO (spin up / spin down) = -7.45 / -7.45 eV
molar mass = 117.128 g mol⁻¹
energy relative to the best compared isomer or geometry (same formula, charge and spin) = 575.68 kJ/mol

---

# 9
ORCA calculation (ωB97M-V with the def2-TZVPD basis set) on 2 unconnected molecules or ions with the total composition C4H9N2O2 at a distorted geometry.

Geometry as ORCA input:
```
! wB97M-V def2-TZVPD RIJCOSX def2/J DEFGRID3
* xyz 1 1
C -1.90 -0.09 0.07
C 0.94 -0.03 0.91
C 1.34 -0.54 -0.50
C 0.15 0.40 -0.21
N -1.95 -1.36 0.26
N 0.18 1.88 -0.54
O -2.52 0.92 0.06
O 0.97 -1.90 -0.60
H 0.52 -0.50 1.71
H 1.65 0.72 1.20
H 2.29 -0.32 -1.00
H -1.10 -1.82 0.06
H -2.72 -1.87 0.51
H 0.05 2.14 -1.54
H 0.98 2.44 -0.13
H -0.56 2.24 -0.05
H 1.67 -2.32 -0.21
*
```

E_tot = -417.4460 hartree
F_max = 4.43 eV Å⁻¹
gap between HOMO and LUMO = 10.1 eV
E_HOMO = -13.39 eV
molar mass = 117.128 g mol⁻¹
energy relative to the best compared isomer or geometry (same formula, charge and spin) = 355.28 kJ/mol

---

# 10
ORCA calculation (ωB97M-V with the def2-TZVPD basis set) on a gas-phase ion, C4H9N2O2 (charge +1) at a distorted geometry.

Geometry as ORCA input:
```
! wB97M-V def2-TZVPD RIJCOSX def2/J DEFGRID3
* xyz 1 1
C -1.45 -1.19 -0.81
C -0.95 -0.94 0.69
C -0.54 0.51 0.86
N 0.86 0.48 0.28
C 1.47 1.60 -0.36
N 1.34 -0.63 0.17
O 2.32 -1.07 -0.16
O 0.21 -1.66 0.85
H -0.62 -1.41 -1.55
H -1.90 -0.23 -1.21
H -2.12 -2.07 -0.88
H -1.73 -1.37 1.43
H -1.08 1.17 0.31
H -0.56 0.91 1.87
H 2.42 1.39 -0.94
H 0.79 2.09 -1.05
H 1.55 2.41 0.50
*
```

E_tot = -417.3422 hartree
F_max = 7.04 eV Å⁻¹
gap between HOMO and LUMO = 10.6 eV
structure (SMILES) = C[C@@H]1CN(C)[N+](=O)O1
E_HOMO = -15.38 eV
molar mass = 117.128 g mol⁻¹
energy relative to the best compared isomer or geometry (same formula, charge and spin) = 627.88 kJ/mol

---

# 11
ORCA calculation (ωB97M-V with the def2-TZVPD basis set) on a gas-phase ion, C4H9N2O2 (charge +1) at a distorted geometry.

Geometry as ORCA input:
```
! wB97M-V def2-TZVPD RIJCOSX def2/J DEFGRID3
* xyz 1 1
C -0.66 -1.91 -1.42
C 0.16 0.66 -0.40
C 0.93 1.15 1.95
C 0.25 1.71 0.68
N 0.60 -1.57 -1.01
N -1.75 -1.29 -1.01
O 0.85 -0.45 -0.19
O -1.80 -0.30 -0.16
H -0.77 -2.71 -2.11
H -0.25 0.77 -1.55
H 0.51 0.14 2.21
H 1.04 2.03 2.61
H 2.09 0.98 1.56
H 0.85 2.56 0.32
H -0.78 2.18 0.74
H 1.32 -2.18 -0.83
H -2.59 -1.79 -1.37
*
```

E_tot = -417.3421 hartree
F_max = 3.58 eV Å⁻¹
gap between HOMO and LUMO (spin up / spin down) = 9.1 / 9.1 eV
E_HOMO (spin up / spin down) = -13.57 / -13.57 eV
molar mass = 117.128 g mol⁻¹
energy relative to the best compared isomer or geometry (same formula, charge and spin) = 628.18 kJ/mol

---

# 12
ORCA calculation (ωB97M-V with the def2-TZVPD basis set) on a gas-phase ion, C4H9N2O2 (charge +1) at a distorted geometry.

Geometry as ORCA input:
```
! wB97M-V def2-TZVPD RIJCOSX def2/J DEFGRID3
* xyz 1 1
C 1.73 -0.63 0.13
C 0.88 -1.77 0.74
C 1.42 0.86 0.31
C -0.62 -0.50 -0.31
N 1.95 1.64 -0.65
N -2.06 0.05 -0.29
O 2.65 -0.95 -0.62
O -0.46 -1.27 0.84
H 1.05 -2.67 0.15
H 1.14 -2.01 1.76
H 0.91 1.15 1.17
H -0.32 -1.08 -1.21
H 2.20 2.63 -0.52
H 2.52 1.00 -1.09
H -2.11 1.03 -0.03
H -2.77 -0.53 0.21
H -2.30 0.10 -1.31
*
```

E_tot = -417.4259 hartree
F_max = 3.72 eV Å⁻¹
gap between HOMO and LUMO (spin up / spin down) = 7.3 / 7.6 eV
E_HOMO (spin up / spin down) = -11.77 / -12.01 eV
molar mass = 117.128 g mol⁻¹
energy relative to the best compared isomer or geometry (same formula, charge and spin) = 408.13 kJ/mol

---

Q: Which value of energy relative to the best compared isomer or geometry (same formula, charge and spin) does entry 3 give?
A: 569.70 kJ/mol